[1]
{
  "formula": "C8H11O2",
  "method": "the ωB97M-V functional and the def2-TZVPD basis",
  "species": ["O", "H", "C", "C", "C", "C", "C", "C", "C", "C", "O", "H", "H", "H", "H", "H", "H", "H", "H", "H", "H"],
  "coordinates": [[-3.069921, 1.212865, 1.072560], [-3.455044, 1.871667, 1.785413], [1.769884, -1.520132, 1.542129], [1.283463, -1.639729, 0.105030], [0.551290, -0.466023, -0.528509], [1.190043, 0.590299, -1.187467], [0.498874, 1.747029, -1.603857], [-0.878464, 1.861759, -1.351963], [-1.466339, 0.841730, -0.641384], [-0.804475, -0.333823, -0.253799], [-1.345792, -1.222967, 0.544094], [2.335357, -2.443557, 1.738398], [2.471617, -0.667611, 1.585947], [0.966987, -1.426162, 2.316403], [2.178881, -1.817488, -0.545729], [0.654022, -2.523900, 0.013283], [2.273512, 0.534949, -1.356958], [1.014352, 2.577802, -2.062598], [-1.417793, 2.775515, -1.695750], [-2.497549, 1.008788, -0.268485], [-2.252908, -0.961002, 0.793247]],
  "forces_ev_per_angstrom": [[-2.6, 0.8, 3.8], [1.5, -1.1, -2.0], [0.1, 0.2, 0.3], [0.5, -0.1, -1.5], [0.5, 0.1, 0.5], [-0.1, 0.3, -0.2], [-0.5, -0.4, 0.2], [1.5, 0.6, -0.5], [-1.2, -0.1, -0.2], [1.0, 2.6, -0.6], [-1.7, -1.4, 1.2], [-0.1, 0.3, 0.2], [-0.3, -0.3, 0.4], [0.6, 0.1, -0.8], [-0.6, 0.0, 0.6], [0.0, -0.1, -0.1], [-0.4, 0.0, 0.1], [0.2, -0.1, -0.2], [0.3, -0.9, 0.6], [0.7, -0.3, -1.5], [0.5, 0.0, -0.2]],
  "mulliken_charge": [-0.48, 0.27, -0.91, -0.82, 0.61, -0.52, -0.42, -0.58, -0.52, 0.47, -0.51, 0.29, 0.28, 0.29, 0.39, 0.35, 0.32, 0.38, 0.34, 0.44, 0.34],
  "de_lowest_kcal_mol": 61.7,
  "multiplicity": 2,
  "energy_ev": -12565.78887,
  "orbital_gap_ev": [9.0, 5.5],
  "lumo_energy_ev": [0.65, -2.67]
}



[2]
{
  "formula": "C22H31AuGe2N2O2",
  "method": "the ωB97M-V functional and the def2-TZVPD basis",
  "species": ["Au", "O", "N", "N", "O", "C", "C", "C", "C", "C", "C", "H", "H", "H", "H", "H", "C", "C", "Ge", "C", "C", "C", "C", "Ge", "C", "C", "C", "C", "C", "C", "C", "C", "C", "C", "H", "H", "H", "H", "H", "H", "H", "H", "H", "H", "H", "H", "H", "H", "H", "H", "H", "H", "H", "H", "H", "H", "H", "H", "H", "H"],
  "coordinates": [[0.774650, -1.709742, -0.984130], [3.047646, -1.592338, -0.368253], [3.505966, -1.813549, 0.727518], [2.515594, -2.036182, 1.700933], [1.312906, -1.942017, 1.405834], [2.971987, -2.349233, 2.988797], [2.012087, -2.601382, 3.975735], [2.439634, -2.929422, 5.243084], [3.803396, -3.003424, 5.522176], [4.747759, -2.745267, 4.533079], [4.347049, -2.414995, 3.255441], [0.960590, -2.541594, 3.737754], [1.717428, -3.132060, 6.020999], [4.129575, -3.264343, 6.519805], [5.802254, -2.803280, 4.761657], [5.076829, -2.212344, 2.487234], [-3.776047, -2.380448, 0.947639], [-2.264870, -2.538682, 0.704653], [-1.728966, -1.668190, -0.945907], [-1.928810, -2.644760, -2.644349], [-3.415447, -2.497029, -3.019800], [-2.200074, 0.195360, -1.056859], [-1.375536, 1.241172, -1.164862], [0.556580, 0.990541, -1.121243], [1.482752, 1.453697, 0.522001], [1.594842, 2.973156, 0.740852], [1.615618, 0.803788, -2.755574], [1.922726, 2.151656, -3.435693], [-1.784672, 2.659349, -1.233761], [-0.829616, 3.611250, -1.585504], [-1.146689, 4.957615, -1.674188], [-2.444016, 5.366371, -1.409136], [-3.410185, 4.429623, -1.052941], [-3.087304, 3.088998, -0.962401], [-4.049257, -2.842936, 1.895150], [-4.369247, -2.861197, 0.169600], [-4.067101, -1.330739, 1.000280], [-1.979006, -3.590582, 0.680776], [-1.709664, -2.070985, 1.521518], [-1.648709, -3.686388, -2.492406], [-1.292881, -2.226253, -3.423228], [-4.077167, -2.937159, -2.273112], [-3.594069, -3.019921, -3.960590], [-3.696637, -1.454454, -3.169252], [-3.272198, 0.388870, -1.027683], [2.477092, 1.005510, 0.478319], [0.940568, 0.992171, 1.350160], [2.113673, 3.467743, -0.080941], [2.165423, 3.165227, 1.648392], [0.616017, 3.436830, 0.854779], [1.082921, 0.154674, -3.453435], [2.550957, 0.310042, -2.481558], [1.018366, 2.635798, -3.802535], [2.573858, 1.973292, -4.290354], [2.442792, 2.838452, -2.766783], [0.198028, 3.321827, -1.822570], [-0.389427, 5.676325, -1.955302], [-2.705653, 6.413335, -1.476404], [-4.420241, 4.751159, -0.839532], [-3.854094, 2.387084, -0.663900]],
  "forces_ev_per_angstrom": [[0.1, 0.2, 0.4], [0.0, 0.0, -0.3], [0.0, -0.1, 0.4], [0.2, 0.1, -0.4], [-0.2, -0.1, 0.0], [-0.1, 0.0, 0.0], [0.0, 0.0, 0.1], [-0.1, 0.0, -0.1], [0.0, 0.0, 0.0], [0.0, 0.0, 0.0], [0.1, 0.0, 0.0], [0.0, 0.0, 0.0], [0.0, 0.0, 0.0], [0.0, 0.0, 0.0], [0.0, 0.0, 0.0], [0.0, 0.0, 0.0], [0.0, 0.0, 0.0], [-0.1, 0.0, 0.1], [0.0, 0.0, -0.1], [0.0, 0.0, -0.1], [0.0, 0.0, 0.0], [-0.2, 0.0, 0.0], [0.0, 0.1, 0.0], [0.0, -0.2, -0.1], [0.0, 0.0, 0.1], [0.0, 0.0, 0.0], [0.0, 0.0, -0.1], [0.0, 0.0, 0.0], [0.0, -0.1, 0.0], [0.0, 0.1, 0.0], [0.0, 0.0, 0.0], [0.0, 0.0, 0.0], [0.0, 0.0, 0.0], [0.1, 0.0, 0.0], [0.0, 0.0, 0.0], [0.0, 0.0, 0.0], [0.0, 0.0, 0.0], [0.0, 0.0, -0.1], [0.0, 0.0, 0.0], [0.0, 0.0, 0.0], [0.0, 0.0, 0.0], [0.0, 0.0, 0.0], [0.0, 0.0, 0.0], [0.0, 0.0, 0.0], [0.0, 0.0, 0.0], [0.0, 0.0, 0.0], [0.0, 0.0, 0.0], [0.0, 0.0, 0.0], [0.0, 0.0, 0.0], [0.0, 0.0, 0.0], [0.0, 0.0, 0.0], [0.0, 0.0, 0.0], [0.0, 0.0, 0.0], [0.0, 0.0, 0.0], [0.0, 0.0, 0.0], [-0.1, 0.0, 0.0], [0.0, 0.0, 0.0], [0.0, 0.0, 0.0], [0.0, 0.0, 0.0], [0.0, 0.0, 0.0]],
  "mulliken_charge": [0.06, -0.36, -0.17, 0.80, -0.50, 0.62, -0.33, -0.58, -0.44, -0.65, -0.26, 0.43, 0.40, 0.42, 0.42, 0.48, -1.23, -0.25, -0.22, -0.43, -1.17, -0.88, 1.26, -0.02, -0.03, -1.33, -0.20, -1.28, 0.56, 0.09, -1.10, -0.51, -0.75, -0.64, 0.38, 0.30, 0.36, 0.45, 0.25, 0.46, 0.41, 0.29, 0.37, 0.36, 0.49, 0.32, 0.42, 0.31, 0.42, 0.36, 0.41, 0.41, 0.38, 0.40, 0.34, 0.25, 0.44, 0.42, 0.42, 0.39],
  "de_lowest_kcal_mol": 0.0,
  "multiplicity": 3,
  "energy_ev": -147094.71530,
  "charge": 2,
  "orbital_gap_ev": [7.2, 4.6],
  "lumo_energy_ev": [-6.96, -9.52]
}



[3]
{
  "formula": "C4H9N2O",
  "method": "the ωB97M-V functional and the def2-TZVPD basis",
  "species": ["N", "C", "N", "C", "C", "O", "C", "H", "H", "H", "H", "H", "H", "H", "H", "H"],
  "coordinates": [[1.235268, 1.239180, -0.011506], [0.272859, 0.205695, 0.005887], [0.985102, -1.195133, 0.019192], [-0.756020, 0.312916, -1.169879], [-1.842111, 0.125463, -0.069215], [-3.013771, -0.142591, 0.034810], [-0.828633, 0.165806, 1.032407], [1.955427, 1.237937, 0.738904], [1.763108, 1.261640, -0.880498], [1.595718, -1.243716, -0.786910], [0.253254, -1.899297, 0.093386], [1.715673, -1.409580, 0.884924], [-0.879473, -0.448736, -1.834815], [-0.827863, 1.370859, -1.503995], [-0.840104, 1.037341, 1.728737], [-0.788438, -0.617789, 1.718564]],
  "forces_ev_per_angstrom": [[1.2, -0.2, 0.5], [1.3, 0.4, -0.6], [1.9, -0.3, 2.8], [-1.0, 2.2, 2.9], [-1.8, -0.6, 1.2], [1.5, 0.6, -1.1], [0.6, 2.3, 1.1], [-1.1, 0.0, -0.4], [-0.3, 0.2, -0.1], [-0.2, -0.6, -0.6], [0.3, -0.5, -0.5], [-2.5, 1.1, -2.4], [0.3, -1.8, -2.5], [0.3, -0.9, -0.4], [-0.2, -0.2, -0.9], [-0.2, -1.8, 1.0]],
  "mulliken_charge": [-0.66, 1.11, -0.45, -1.01, 0.53, -0.49, -1.16, 0.28, 0.26, 0.36, 0.36, 0.40, 0.38, 0.36, 0.34, 0.39],
  "smiles": "NC1([NH3+])CC(=O)C1",
  "de_lowest_kcal_mol": 65.1,
  "energy_ev": -9313.19488,
  "charge": 1,
  "orbital_gap_ev": 9.7,
  "lumo_energy_ev": -4.15
}



[4]
{
  "formula": "C5H10O2",
  "method": "the ωB97M-V functional and the def2-TZVPD basis",
  "species": ["C", "C", "O", "C", "C", "C", "O", "H", "H", "H", "H", "H", "H", "H", "H", "H", "H"],
  "coordinates": [[-1.352088, 0.556161, -0.060338], [-0.714306, -0.789463, -0.501855], [-0.387454, -0.824163, -1.885801], [0.486011, -1.196602, 0.381950], [1.085263, 0.047931, 1.057196], [0.852273, 1.359403, 0.329250], [0.699568, 2.431692, 0.880422], [-1.973969, 0.395305, 0.816840], [-0.796490, 1.426830, 0.314562], [-1.884776, 0.978704, -0.906537], [-1.508902, -1.539689, -0.418820], [0.465145, -0.392177, -2.021913], [0.173049, -1.921288, 1.146807], [1.214577, -1.736909, -0.236357], [2.176114, 0.005401, 1.124805], [0.693791, 0.166636, 2.070436], [0.937597, 1.292407, -0.782369]],
  "forces_ev_per_angstrom": [[-0.7, 0.0, 0.0], [-0.2, 0.2, 0.4], [0.2, 0.3, -0.1], [0.0, 0.2, -0.1], [0.2, 0.2, 0.2], [1.2, 0.5, 0.4], [1.1, -0.2, -0.1], [-0.6, -0.3, -0.2], [-0.7, -1.1, -0.7], [-0.6, -0.3, 0.0], [0.2, 0.1, 0.0], [-0.2, 0.0, 0.0], [0.0, 0.3, -0.1], [-0.1, 0.2, 0.0], [0.0, -0.2, 0.2], [0.1, 0.1, -0.1], [0.2, 0.2, 0.2]],
  "mulliken_charge": [-1.26, 0.12, -0.54, -0.67, -0.50, 0.17, -0.56, 0.37, 0.23, 0.35, 0.36, 0.36, 0.30, 0.32, 0.37, 0.30, 0.31],
  "smiles": "C[C@@H](O)CCC=O",
  "de_lowest_kcal_mol": 62.8,
  "energy_ev": -9440.31937,
  "orbital_gap_ev": 10.6,
  "lumo_energy_ev": 0.81
}



[5]
{
  "formula": "CH4ClNO2P",
  "method": "the ωB97M-V functional and the def2-TZVPD basis",
  "species": ["C", "N", "O", "O", "P", "Cl", "H", "H", "H", "H"],
  "coordinates": [[-0.221441, -1.204592, -0.363291], [-0.699891, 1.397841, 0.240905], [1.720288, 0.532304, -0.618977], [0.921217, 0.144130, 1.823785], [0.625199, 0.297128, 0.375568], [1.183526, -2.270799, -0.141120], [-1.137753, -1.351144, 0.218556], [-0.475177, -1.075702, -1.437139], [-0.467179, 2.375399, 0.289568], [-1.448790, 1.155436, -0.387854]],
  "forces_ev_per_angstrom": [[0.0, 1.6, 0.3], [0.1, -0.4, 0.4], [-0.1, 0.8, 0.2], [-0.1, -0.2, 0.1], [-0.2, 0.5, -1.0], [-0.6, -1.6, -0.2], [0.4, -1.0, 0.1], [0.4, -0.2, 0.7], [-0.1, 0.1, -0.2], [0.2, 0.3, -0.2]],
  "mulliken_charge": [-0.63, -0.55, -0.77, -0.75, 0.93, -0.22, 0.32, 0.28, 0.19, 0.19],
  "de_lowest_kcal_mol": 30.7,
  "energy_ev": -28501.65689,
  "charge": -1,
  "orbital_gap_ev": 8.2,
  "lumo_energy_ev": 3.87
}



[6]
{
  "formula": "C15H31N2O3S2",
  "method": "the ωB97M-V functional and the def2-TZVPD basis",
  "species": ["C", "C", "C", "C", "N", "C", "C", "C", "C", "N", "C", "S", "S", "C", "C", "C", "H", "H", "H", "H", "H", "H", "H", "H", "H", "H", "H", "H", "H", "H", "H", "H", "H", "H", "H", "H", "H", "H", "H", "H", "H", "C", "O", "C", "O", "O", "C", "H", "H", "H", "H", "H", "H"],
  "coordinates": [[0.968420, -3.579207, -0.017298], [2.078413, -2.705283, 0.578723], [1.707306, -1.219315, 0.680269], [2.017015, -0.419523, -0.583942], [0.991287, -0.591527, -1.625222], [1.503891, -0.551758, -3.018426], [1.845771, 0.841459, -3.535085], [3.136274, 1.462420, -2.973513], [2.945163, 2.667359, -2.020296], [3.411338, 3.844184, -2.679779], [-0.224917, -0.020130, -1.404405], [-0.612619, 0.944202, -0.127273], [-1.401639, -0.414203, -2.690937], [-3.007026, -0.250996, -1.870241], [-3.646984, 1.131531, -1.696129], [-3.489932, 2.086053, -2.883822], [-0.017142, -3.195416, 0.256943], [1.028912, -4.607066, 0.346226], [1.009259, -3.599423, -1.107436], [2.978773, -2.806847, -0.035631], [2.345744, -3.081679, 1.569110], [2.228983, -0.753770, 1.519634], [0.641137, -1.147433, 0.897155], [2.200749, 0.639623, -0.388429], [2.931535, -0.829755, -1.015169], [2.391676, -1.187073, -3.043905], [0.754701, -1.034998, -3.648556], [0.998381, 1.511787, -3.357244], [1.930628, 0.741366, -4.622950], [3.737772, 1.852575, -3.795111], [3.725904, 0.677790, -2.481381], [3.460397, 2.425319, -1.050163], [1.855539, 2.665868, -1.742528], [3.377128, 4.614386, -2.009220], [-2.930782, -0.759167, -0.908040], [-3.641943, -0.871967, -2.509758], [-4.711917, 0.942156, -1.522751], [-3.260761, 1.589680, -0.790728], [-4.356046, 2.055732, -3.547618], [-2.603630, 1.841948, -3.469761], [-3.367707, 3.115145, -2.545760], [-0.864349, 0.396284, 3.374795], [-1.126674, -0.688404, 4.286130], [-1.742581, -0.340958, 5.403809], [-2.094713, 0.767179, 5.718424], [-1.918389, -1.441026, 6.149077], [-2.577425, -1.201436, 7.392699], [-0.363783, -0.046402, 2.522951], [-1.797143, 0.860729, 3.063092], [-0.225220, 1.138609, 3.848652], [-3.570796, -0.786931, 7.228150], [-2.001713, -0.510321, 8.006343], [-2.646263, -2.171370, 7.876325]],
  "forces_ev_per_angstrom": [[0.0, 0.0, 0.0], [0.0, 0.0, -0.1], [0.0, -0.1, -0.1], [0.1, -0.2, -0.1], [0.0, 0.9, 0.1], [-0.2, -0.4, 0.1], [0.1, 0.0, -0.2], [0.0, -0.1, 0.1], [0.0, 0.1, -0.1], [0.0, 0.0, 0.0], [0.1, -0.3, -0.3], [-0.2, -0.1, 0.2], [0.0, 0.1, 0.1], [-0.1, 0.0, 0.1], [-0.1, 0.0, -0.1], [0.0, 0.0, 0.0], [0.0, 0.0, 0.0], [0.1, 0.0, -0.1], [0.0, 0.0, 0.0], [0.1, 0.0, 0.1], [-0.1, 0.0, 0.0], [0.1, 0.0, 0.0], [0.1, 0.1, 0.1], [-0.2, 0.0, 0.0], [0.0, 0.1, 0.0], [0.0, 0.0, 0.0], [0.0, 0.0, 0.0], [0.0, 0.0, 0.0], [0.0, 0.0, 0.0], [0.0, 0.0, 0.0], [0.0, 0.0, -0.1], [0.0, 0.0, 0.0], [0.0, 0.0, 0.1], [-0.1, 0.0, 0.0], [0.0, 0.0, 0.0], [0.0, 0.0, 0.0], [0.0, 0.0, 0.1], [0.1, 0.0, 0.0], [0.0, 0.0, 0.0], [0.0, 0.0, 0.0], [-0.1, 0.0, 0.0], [0.0, 0.0, 0.0], [0.0, 0.0, 0.0], [0.0, 0.0, 0.0], [0.0, 0.0, 0.0], [0.0, 0.0, 0.0], [0.0, 0.0, 0.0], [0.0, 0.0, 0.0], [0.0, 0.0, 0.0], [0.0, 0.0, 0.0], [0.0, 0.0, 0.0], [0.0, 0.0, 0.0], [0.0, 0.0, 0.0]],
  "mulliken_charge": [-1.08, -0.67, 0.10, -1.17, 0.49, -1.40, -0.47, -0.72, -0.34, -1.04, 0.02, -0.28, -0.13, -0.88, -0.17, -1.06, 0.23, 0.40, 0.24, 0.27, 0.40, 0.51, -0.36, 0.18, 0.61, 0.59, 0.61, 0.25, 0.40, 0.61, 0.25, 0.20, 0.08, 0.08, 0.36, 0.44, 0.39, 0.16, 0.32, 0.25, 0.30, 0.06, -0.26, 0.76, -0.55, -0.33, -0.64, -0.46, 0.31, 0.34, 0.29, 0.29, 0.21],
  "energy_ev": -46849.81374,
  "charge": -1,
  "orbital_gap_ev": 3.6,
  "lumo_energy_ev": 2.31
}